P | {"formula": "C3H7ClO2PS", "method": "ωB97M-V/def2-TZVPD", "spin_multiplicity": 1, "lumo_ev": [-8.08, -8.07], "total_charge": 1, "homo_lumo_gap_ev": [6.202, 6.358], "homo_ev": [-14.3, -14.4], "species": ["O", "S", "H", "H", "C", "Cl", "H", "H", "H", "C", "H", "H", "C", "P", "O"], "positions_angstrom": [[0.6971, 1.7641, -0.0710], [3.4020, -0.0373, 1.1930], [3.5894, 0.7860, 2.3295], [-0.7241, -1.5245, -1.7510], [-0.2154, 0.9755, 0.7448], [2.0935, 2.4003, -2.3031], [-0.8618, 1.7287, 1.0692], [-1.6669, -0.6179, 0.5400], [-1.5521, 0.7534, -0.9504], [-0.1273, -0.8694, -1.0021], [0.4431, 0.6360, 1.5472], [0.2836, -1.4556, -0.1934], [-1.0096, 0.0580, -0.2167], [1.7248, 0.9966, -1.0811], [0.7726, -0.1079, -1.8190]], "mulliken_charge": [-0.26, -0.06, 0.25, 0.30, -0.48, -0.04, 0.29, 0.31, 0.28, -0.37, 0.35, 0.34, -0.34, 0.71, -0.29]}

---

Q | {"formula": "C3H7ClO2PS", "method": "ωB97M-V/def2-TZVPD", "spin_multiplicity": 1, "lumo_ev": -7.02, "total_charge": 1, "homo_lumo_gap_ev": 7.260, "homo_ev": -14.3, "species": ["Cl", "C", "C", "H", "C", "P", "S", "H", "H", "H", "O", "H", "H", "O", "H"], "positions_angstrom": [[0.2428, -0.4647, 4.2105], [-0.4132, 1.0060, -1.1326], [0.7850, -0.7818, 0.1438], [1.5142, -1.5003, 0.2358], [0.9213, 0.4514, -0.6973], [-0.6324, -0.6891, 2.4868], [-2.4275, -0.5771, 1.6404], [-0.2410, 1.6599, -2.0461], [-0.1417, -1.2132, -0.3333], [-0.9183, 1.5113, -0.3236], [0.6407, -0.4409, 1.5438], [-0.9916, -0.2874, -2.3927], [1.4329, 0.1175, -1.5706], [-1.2864, -0.0622, -1.5149], [1.5151, 1.2706, -0.2501]], "mulliken_charge": [0.00, -0.55, -0.44, 0.38, -0.55, 0.86, 0.00, 0.33, 0.42, 0.30, -0.26, 0.32, 0.36, -0.51, 0.34]}

---

It comes down to Q, which is 130.3 kJ/mol more stable than the next structure.